1.
Below is 7 unconnected molecules or ions with the total composition C62H104O10 in a non-equilibrium geometry, with properties calculated with ωB97M-V with the def2-TZVPD basis set.

As for the spin multiplicity: 1.

```
176
Properties=species:S:1:pos:R:3:lowdin_charge:R:1
C 0.143 -2.402 -0.775 -0.07
C 0.274 -3.291 0.471 -0.18
C 0.305 -2.534 1.845 -0.10
C 0.375 -1.026 1.718 -0.08
C 1.530 -0.359 1.605 -0.05
C 2.926 -0.949 1.586 -0.11
O 3.080 -2.104 0.752 -0.05
C 4.214 -2.065 -0.040 -0.23
C 5.194 -3.010 0.209 0.00
C 6.344 -3.096 -0.526 -0.30
C 7.401 -4.153 -0.280 -0.04
C 6.550 -2.204 -1.566 -0.04
C 5.589 -1.259 -1.814 -0.03
C 4.427 -1.165 -1.074 -0.15
C 3.403 -0.082 -1.400 -0.32
C 2.926 -0.187 -2.871 -0.04
C 4.108 1.289 -1.161 -0.04
C 1.448 1.146 1.534 -0.23
O 2.451 1.818 1.335 0.11
C 0.126 1.851 1.761 -0.05
C 0.208 3.357 1.904 -0.08
C 0.193 4.139 0.581 -0.36
C 0.380 5.634 0.952 -0.04
O 1.122 3.661 -0.374 -0.09
C 1.457 4.615 -1.366 -0.17
C 2.038 3.945 -2.605 -0.20
C 1.143 3.386 -3.493 -0.05
C 1.580 2.797 -4.659 -0.10
C 2.935 2.800 -4.907 -0.13
C 3.824 3.333 -4.015 -0.10
C 3.390 3.926 -2.848 -0.05
C -1.037 1.186 1.843 -0.06
C -2.347 1.910 2.058 -0.11
C -3.561 1.348 1.285 -0.13
C -3.418 1.425 -0.224 -0.21
C -4.034 2.461 -0.904 -0.05
C -3.957 2.556 -2.270 -0.10
C -3.268 1.637 -3.032 -0.10
C -2.653 0.604 -2.362 -0.08
C -2.732 0.511 -0.993 -0.04
C -0.957 -0.308 1.729 -0.24
O -1.961 -1.010 1.674 0.08
H -0.868 -1.999 -0.910 0.06
H 0.306 -3.053 -1.648 0.08
H 0.903 -1.621 -0.847 0.06
H -0.576 -3.979 0.476 0.11
H 1.218 -3.817 0.377 0.06
H -0.553 -2.806 2.461 0.09
H 1.229 -2.816 2.363 0.11
H 3.215 -1.162 2.629 0.15
H 3.632 -0.183 1.248 0.11
H 5.102 -3.740 1.015 0.14
H 7.624 -4.317 0.778 0.07
H 7.016 -5.103 -0.685 0.08
H 8.319 -3.954 -0.838 0.08
H 7.434 -2.252 -2.195 0.11
H 5.707 -0.555 -2.635 0.12
H 2.513 -0.179 -0.775 0.10
H 2.632 -1.224 -3.064 0.08
H 2.063 0.480 -2.983 0.07
H 3.715 0.122 -3.564 0.07
H 3.388 2.099 -1.048 0.06
H 4.718 1.189 -0.256 0.08
H 4.806 1.433 -1.992 0.07
H -0.603 3.754 2.516 0.11
H 1.125 3.598 2.460 0.14
H -0.829 4.072 0.155 0.15
H -0.202 5.882 1.848 0.08
H 1.431 5.840 1.185 0.09
H 0.024 6.306 0.166 0.08
H 0.597 5.200 -1.718 0.13
H 2.255 5.263 -0.975 0.13
H 0.081 3.417 -3.258 0.12
H 0.845 2.385 -5.344 0.11
H 3.265 2.357 -5.845 0.11
H 4.877 3.301 -4.285 0.11
H 4.095 4.361 -2.146 0.13
H -2.300 2.976 1.830 0.09
H -2.602 1.852 3.130 0.13
H -4.420 1.983 1.548 0.11
H -3.852 0.341 1.590 0.11
H -4.616 3.229 -0.397 0.10
H -4.473 3.360 -2.792 0.11
H -3.204 1.711 -4.113 0.10
H -2.117 -0.171 -2.904 0.11
H -2.245 -0.347 -0.541 0.08
C 3.576 -5.509 -1.779 -0.06
C 2.623 -5.992 -0.702 -0.27
O 1.326 -6.303 -1.176 -0.16
C 1.244 -7.321 -2.157 -0.28
C 1.782 -8.664 -1.694 -0.08
H 3.173 -4.627 -2.282 0.09
H 4.539 -5.250 -1.338 0.06
H 3.750 -6.271 -2.540 0.07
H 2.493 -5.201 0.034 0.09
H 3.047 -6.848 -0.164 0.11
H 1.741 -7.000 -3.079 0.11
H 0.185 -7.423 -2.396 0.12
H 2.844 -8.618 -1.448 0.06
H 1.652 -9.412 -2.477 0.08
H 1.252 -8.999 -0.800 0.08
C -6.266 -5.660 1.224 -0.08
C -4.846 -5.756 0.693 -0.28
O -4.282 -4.506 0.345 -0.15
C -4.177 -3.552 1.390 -0.27
C -3.323 -4.017 2.556 -0.07
H -6.915 -5.175 0.492 0.08
H -6.660 -6.655 1.438 0.08
H -6.318 -5.076 2.145 0.05
H -4.847 -6.351 -0.221 0.12
H -4.200 -6.281 1.405 0.11
H -5.176 -3.252 1.732 0.11
H -3.723 -2.666 0.949 0.10
H -3.738 -4.903 3.042 0.07
H -3.245 -3.229 3.306 0.08
H -2.319 -4.272 2.213 0.06
C 0.201 7.478 -8.909 -0.08
C 1.115 7.866 -7.758 -0.28
O 0.997 7.025 -6.625 -0.16
C 1.294 5.654 -6.828 -0.27
C 2.711 5.397 -7.313 -0.07
H -0.841 7.477 -8.584 0.08
H 0.310 8.185 -9.733 0.08
H 0.426 6.483 -9.293 0.06
H 0.852 8.868 -7.417 0.12
H 2.158 7.914 -8.090 0.11
H 0.562 5.204 -7.509 0.11
H 1.156 5.170 -5.862 0.10
H 2.900 5.857 -8.284 0.07
H 2.891 4.327 -7.410 0.06
H 3.434 5.809 -6.607 0.08
C -4.539 7.852 4.837 -0.08
C -3.287 7.497 4.054 -0.28
O -2.947 6.122 4.109 -0.16
C -3.912 5.217 3.604 -0.27
C -4.248 5.443 2.137 -0.07
H -4.429 7.562 5.883 0.08
H -4.724 8.926 4.788 0.08
H -5.423 7.344 4.447 0.07
H -2.437 8.033 4.478 0.12
H -3.373 7.826 3.012 0.11
H -4.815 5.240 4.223 0.11
H -3.485 4.220 3.722 0.10
H -4.687 6.426 1.964 0.07
H -4.962 4.693 1.792 0.07
H -3.345 5.374 1.526 0.07
C -9.353 -3.330 2.647 -0.07
C -8.831 -4.260 3.730 -0.29
O -9.556 -4.187 4.944 -0.16
C -10.932 -4.514 4.872 -0.28
C -11.204 -5.927 4.382 -0.08
H -9.343 -2.296 2.996 0.08
H -8.732 -3.405 1.753 0.07
H -10.378 -3.570 2.361 0.07
H -7.805 -3.979 3.970 0.11
H -8.794 -5.295 3.371 0.10
H -11.465 -3.780 4.258 0.11
H -11.319 -4.408 5.886 0.12
H -10.841 -6.085 3.366 0.06
H -12.276 -6.129 4.390 0.08
H -10.706 -6.655 5.025 0.08
C 6.670 -0.365 2.351 -0.06
C 8.010 -1.071 2.457 -0.27
O 8.803 -0.640 3.550 -0.16
C 8.240 -0.816 4.836 -0.28
C 7.923 -2.262 5.176 -0.08
H 6.811 0.715 2.270 0.09
H 6.130 -0.716 1.470 0.05
H 6.040 -0.549 3.224 0.07
H 8.594 -0.862 1.560 0.12
H 7.874 -2.158 2.492 0.10
H 7.351 -0.185 4.951 0.11
H 8.980 -0.437 5.542 0.12
H 7.179 -2.688 4.501 0.06
H 7.533 -2.335 6.192 0.08
H 8.822 -2.876 5.103 0.08
```


2.
Below is 10 unconnected molecules or ions with the total composition C62H114F30N9O21PS10 in a non-equilibrium geometry, with properties calculated with ωB97M-V with the def2-TZVPD basis set.

As for the spin multiplicity: 2. As for the net charge: +1. Its expectation value of S² is 0.766.

```
247
Properties=species:S:1:pos:R:3:lowdin_charge:R:1
C -4.243 -21.088 5.104 -0.08
C -2.958 -20.334 4.788 -0.20
C -1.863 -20.735 5.737 -0.13
N -0.490 -20.026 5.604 -0.20
C 0.381 -20.376 6.796 -0.11
C 1.706 -19.663 6.723 -0.17
C 1.603 -18.148 6.588 -0.22
C 0.670 -17.660 5.576 -0.18
C -0.706 -18.446 5.599 -0.05
C 0.184 -20.366 4.236 0.05
H -4.195 -22.105 5.492 0.06
H -4.990 -21.044 4.311 0.08
H -4.927 -20.564 5.773 0.07
H -3.156 -19.272 4.929 0.11
H -2.652 -20.543 3.763 0.12
H -1.639 -21.797 5.832 0.09
H -2.064 -20.383 6.749 0.12
H -0.184 -20.124 7.694 0.13
H 0.478 -21.457 6.701 0.10
H 2.259 -19.916 7.628 0.13
H 2.346 -20.113 5.965 0.11
H 1.311 -17.773 7.568 0.12
H 2.606 -17.871 6.265 0.13
H 0.528 -16.592 5.746 0.12
H 1.217 -17.680 4.634 0.12
H -1.384 -18.269 6.434 0.12
H -1.259 -18.111 4.722 0.12
H 1.185 -19.941 4.177 0.09
H -0.466 -20.009 3.437 0.10
H 0.256 -21.432 4.020 0.11
C -7.795 -20.301 11.417 -0.10
C -8.908 -21.184 11.913 -0.22
C -8.379 -22.094 13.065 -0.08
N -9.504 -22.729 13.971 -0.18
C -10.651 -23.349 13.100 -0.08
C -11.687 -24.055 13.986 -0.15
C -11.125 -25.103 14.986 -0.15
C -9.968 -24.506 15.870 -0.14
C -8.912 -23.783 14.987 -0.07
C -10.096 -21.492 14.794 0.06
H -8.059 -19.653 10.581 0.09
H -7.032 -20.995 11.064 0.04
H -7.323 -19.750 12.231 0.06
H -9.409 -21.811 11.175 0.09
H -9.704 -20.496 12.197 0.10
H -7.845 -21.641 13.900 0.11
H -7.806 -22.909 12.622 0.12
H -10.244 -24.008 12.334 0.11
H -11.191 -22.494 12.692 0.09
H -12.394 -24.576 13.341 0.12
H -12.306 -23.396 14.596 0.10
H -10.730 -25.949 14.423 0.07
H -11.987 -25.483 15.533 0.12
H -9.517 -25.359 16.376 0.12
H -10.383 -23.883 16.663 0.10
H -8.391 -24.609 14.504 0.12
H -8.198 -23.273 15.634 0.12
H -9.256 -20.924 15.194 0.10
H -10.624 -21.901 15.656 0.09
H -10.793 -20.901 14.200 0.10
C -4.921 -35.552 10.544 -0.09
C -5.035 -34.734 9.249 -0.24
C -5.541 -33.375 9.626 -0.13
N -5.595 -32.315 8.480 -0.20
C -6.633 -32.584 7.319 -0.07
C -8.115 -32.581 7.813 -0.15
C -8.502 -31.172 8.391 -0.18
C -7.528 -30.923 9.501 -0.18
C -6.059 -30.921 9.063 -0.08
C -4.207 -32.149 7.778 0.04
H -4.990 -36.618 10.329 0.08
H -5.783 -35.398 11.193 0.08
H -4.060 -35.352 11.182 0.09
H -5.696 -35.187 8.510 0.11
H -4.009 -34.695 8.880 0.11
H -4.778 -33.068 10.342 0.14
H -6.468 -33.443 10.196 0.13
H -6.330 -33.581 6.999 0.12
H -6.549 -31.752 6.620 0.13
H -8.273 -33.332 8.587 0.11
H -8.827 -32.973 7.086 0.12
H -9.504 -31.318 8.795 0.12
H -8.625 -30.478 7.560 0.12
H -7.779 -31.527 10.373 0.13
H -7.809 -29.912 9.798 0.11
H -5.341 -30.714 9.857 0.11
H -5.904 -30.139 8.319 0.13
H -4.227 -31.254 7.155 0.10
H -3.946 -33.055 7.232 0.10
H -3.495 -31.929 8.573 0.11
C -3.811 -21.829 10.948 -0.10
C -2.920 -20.623 11.106 -0.25
C -3.629 -19.347 11.615 -0.25
C -2.861 -18.059 11.306 -0.24
P -2.867 -16.663 12.555 1.01
C -2.505 -17.411 14.212 -0.20
C -1.126 -18.242 14.005 -0.23
C -0.435 -18.742 15.234 -0.26
C -1.410 -19.431 16.215 -0.10
C -1.674 -15.398 12.080 -0.29
C -2.083 -14.566 10.939 -0.30
C -1.044 -13.536 10.588 -0.22
C 0.324 -14.127 10.062 -0.08
C -4.470 -15.870 12.674 -0.25
C -5.790 -16.728 13.025 -0.20
C -7.056 -15.859 13.324 -0.27
C -8.302 -16.657 13.661 -0.10
H -3.254 -22.719 11.245 0.09
H -4.055 -21.919 9.890 0.06
H -4.688 -21.797 11.594 0.07
H -2.358 -20.449 10.188 0.10
H -2.168 -20.863 11.857 0.10
H -3.774 -19.470 12.689 0.10
H -4.625 -19.269 11.179 0.10
H -3.259 -17.714 10.352 0.10
H -1.821 -18.387 11.296 0.08
H -3.423 -17.961 14.421 0.07
H -2.433 -16.730 15.061 0.10
H -0.380 -17.656 13.469 0.10
H -1.313 -19.084 13.339 0.09
H 0.191 -17.953 15.651 0.11
H 0.293 -19.513 14.985 0.11
H -2.147 -18.765 16.664 0.07
H -0.886 -19.962 17.011 0.08
H -1.939 -20.260 15.746 0.08
H -0.728 -15.927 11.968 0.09
H -1.621 -14.815 12.999 0.12
H -2.971 -13.964 11.131 0.11
H -2.360 -15.128 10.047 0.12
H -0.831 -13.108 11.568 0.11
H -1.446 -12.834 9.858 0.12
H 0.812 -14.859 10.706 0.06
H 1.041 -13.307 10.023 0.07
H 0.251 -14.612 9.089 0.06
H -4.651 -15.389 11.713 0.09
H -4.229 -15.123 13.430 0.10
H -5.698 -17.522 13.766 0.10
H -6.094 -17.293 12.144 0.09
H -7.199 -15.232 12.443 0.11
H -6.923 -15.113 14.106 0.11
H -8.598 -17.412 12.932 0.07
H -9.097 -15.912 13.673 0.08
H -8.227 -17.028 14.683 0.08
C -10.726 -24.102 7.036 0.00
C -9.612 -24.540 8.051 -0.34
C -9.274 -26.023 7.737 -0.10
C -7.890 -26.475 8.354 -0.14
C -6.808 -25.627 7.666 -0.12
C -6.860 -24.125 8.009 -0.41
N -8.340 -23.674 7.783 0.18
O -8.550 -22.289 7.754 0.13
C -6.006 -23.362 7.012 -0.03
C -6.345 -23.849 9.407 -0.01
C -10.083 -24.356 9.574 0.02
H -10.500 -24.022 5.973 0.06
H -11.039 -23.110 7.360 0.08
H -11.589 -24.760 7.138 0.07
H -9.200 -26.284 6.682 0.10
H -10.040 -26.714 8.090 0.11
H -7.715 -27.508 8.056 0.11
H -7.825 -26.490 9.442 0.07
H -6.928 -25.720 6.587 0.12
H -5.818 -26.069 7.779 0.12
H -4.958 -23.645 6.913 0.08
H -6.096 -22.305 7.264 0.08
H -6.420 -23.425 6.006 0.07
H -5.263 -23.976 9.406 0.08
H -6.831 -24.493 10.140 0.07
H -6.675 -22.855 9.710 0.08
H -11.014 -24.919 9.634 0.08
H -10.394 -23.352 9.861 0.07
H -9.259 -24.678 10.212 0.07
C -17.153 -30.546 6.739 -0.65
F -16.346 -31.423 7.371 0.14
F -16.727 -30.341 5.536 0.17
F -18.448 -30.924 6.622 0.15
S -17.065 -28.852 7.662 0.72
O -18.099 -27.982 7.026 -0.24
O -17.396 -29.250 9.008 -0.25
N -15.404 -28.476 7.276 -0.12
S -15.107 -27.540 8.494 0.61
O -15.986 -26.372 8.636 -0.17
O -14.991 -28.224 9.798 -0.17
C -13.382 -26.778 8.061 -0.60
F -13.340 -26.541 6.740 0.14
F -13.324 -25.574 8.705 0.11
F -12.436 -27.580 8.512 0.16
C -13.615 -22.648 10.274 -0.66
F -12.892 -22.277 9.239 0.14
F -14.852 -23.034 9.866 0.13
F -12.973 -23.645 10.803 0.14
S -13.737 -21.073 11.470 0.66
O -12.388 -20.596 11.670 -0.34
O -14.579 -20.221 10.679 -0.28
N -14.455 -21.675 12.913 -0.31
S -14.930 -20.421 13.694 0.57
O -14.149 -19.171 13.576 -0.34
O -16.394 -20.220 13.618 -0.30
C -14.515 -20.940 15.524 -0.56
F -13.220 -20.743 15.858 0.09
F -15.376 -20.245 16.302 0.10
F -14.835 -22.273 15.825 0.05
C -9.953 -21.194 4.121 -0.69
F -9.851 -20.110 3.451 0.20
F -10.465 -20.800 5.290 0.13
F -10.796 -22.062 3.571 0.14
S -8.217 -22.039 4.248 0.73
O -7.480 -21.674 3.008 -0.30
O -7.655 -21.330 5.414 -0.35
N -8.514 -23.685 4.627 -0.31
S -8.324 -24.367 3.292 0.53
O -8.980 -23.746 2.168 -0.30
O -6.898 -24.694 2.984 -0.33
C -9.243 -26.056 3.680 -0.63
F -8.483 -26.755 4.586 0.08
F -10.468 -25.712 4.101 0.12
F -9.405 -26.700 2.576 0.19
C -2.187 -24.411 8.089 -0.64
F -2.390 -23.115 8.333 0.11
F -1.314 -24.818 8.999 0.15
F -3.320 -25.134 8.232 0.10
S -1.584 -24.806 6.290 0.72
O -1.381 -26.259 6.240 -0.28
O -2.641 -24.304 5.420 -0.31
N -0.187 -23.726 6.246 -0.31
S 0.962 -24.720 6.320 0.51
O 1.178 -25.317 7.631 -0.31
O 0.913 -25.621 5.191 -0.31
C 2.562 -23.694 5.972 -0.61
F 2.936 -22.910 7.042 0.09
F 3.511 -24.519 5.638 0.17
F 2.359 -22.927 4.864 0.08
C -4.859 -27.142 10.912 -0.53
F -5.165 -27.536 9.649 0.10
F -3.508 -27.529 11.150 0.07
F -5.036 -25.821 11.052 0.11
S -5.956 -28.093 12.205 0.69
O -5.903 -29.504 11.804 -0.32
O -5.412 -27.703 13.474 -0.27
N -7.517 -27.382 11.872 -0.31
S -8.390 -28.082 12.909 0.55
O -8.299 -29.564 12.894 -0.34
O -8.416 -27.472 14.258 -0.34
C -10.276 -27.773 12.232 -0.63
F -10.391 -26.631 11.612 0.13
F -10.491 -28.719 11.305 0.10
F -11.196 -27.960 13.185 0.14
```


Molecular weight values, unit g/mol, following the record order: 1009.5 2243.2.
E values, unit hartree, following the record order: -3177.07708 -11821.84441.